4 unconnected molecules or ions with the total composition C22H58BN4O5S in a non-equilibrium geometry, computed with ωB97M-V/def2-TZVPD.

Geometry (Å):
S1 -0.33 -3.55 -2.11
O1 -1.25 1.95 1.50
O2 -6.72 3.83 1.65
O3 0.83 -1.45 -3.35
O4 -5.05 3.35 -3.88
O5 8.83 -3.36 -2.14
N1 -7.57 1.18 2.54
N2 6.13 -3.16 -1.12
N3 -3.14 1.81 -2.38
N4 -1.01 -0.81 -1.78
C1 1.84 -3.14 0.34
C2 9.75 -2.35 -1.78
C3 -5.75 1.86 3.99
C4 1.39 -4.15 -1.95
C5 -3.41 3.94 -1.21
C6 2.88 -0.64 2.08
C7 -2.99 3.27 -2.52
C8 1.43 -0.32 1.73
C9 7.62 -2.51 0.69
C10 -2.04 0.81 1.27
C11 -6.02 4.09 -3.15
C12 0.10 1.80 1.09
C13 3.21 -2.12 2.29
C14 -6.42 4.77 2.67
C15 1.74 -4.43 -0.50
C16 8.39 -4.19 -1.08
C17 3.20 -2.98 1.04
C18 -6.17 1.58 2.56
C19 -5.86 2.72 1.58
C20 0.98 1.09 2.13
C21 7.23 -3.63 -0.27
C22 -3.72 3.79 -3.76
B1 -0.18 -1.69 -2.49
H1 3.92 -2.60 0.32
H2 0.46 2.79 0.86
H3 -0.99 0.16 -2.06
H4 -4.37 3.56 -0.86
H5 2.55 -2.53 3.06
H6 -3.21 3.41 -4.64
H7 -2.68 3.74 -0.43
H8 -3.49 5.02 -1.33
H9 -1.47 -0.11 1.44
H10 0.12 1.23 0.15
H11 6.52 -2.52 -1.81
H12 9.24 -4.45 -0.43
H13 3.53 -0.23 1.31
H14 3.56 -3.98 1.31
H15 1.86 1.70 2.33
H16 -1.96 -1.09 -1.59
H17 -5.76 5.15 -3.12
H18 -5.98 2.33 0.56
H19 4.22 -2.17 2.70
H20 2.01 -3.35 -2.36
H21 -5.58 0.72 2.21
H22 -5.34 4.86 2.82
H23 -6.13 3.73 -2.12
H24 -8.14 2.00 2.70
H25 6.85 -4.46 0.33
H26 1.03 -3.09 1.07
H27 2.70 -4.95 -0.51
H28 3.13 -0.10 3.00
H29 -0.70 -3.52 -0.82
H30 1.29 -0.42 0.65
H31 10.34 -2.11 -2.67
H32 8.06 -5.11 -1.56
H33 -4.13 1.60 -2.43
H34 1.69 -2.29 -0.32
H35 -4.81 3.04 1.68
H36 7.76 -1.56 0.17
H37 -2.88 0.83 1.96
H38 6.83 -2.35 1.43
H39 -6.81 5.73 2.34
H40 -6.89 4.51 3.62
H41 9.24 -1.43 -1.45
H42 8.54 -2.74 1.23
H43 -4.75 2.32 4.04
H44 0.40 1.05 3.05
H45 0.69 -0.70 -3.93
H46 1.00 -5.10 -0.08
H47 -7.83 0.86 1.61
H48 -2.75 1.36 -3.21
H49 5.79 -3.94 -1.68
H50 -2.44 0.81 0.26
H51 -6.97 3.98 -3.67
H52 -1.93 3.48 -2.67
H53 -6.45 2.53 4.49
H54 10.42 -2.68 -0.99
H55 1.45 -5.02 -2.60
H56 -3.68 4.89 -3.80
H57 0.77 -1.07 2.18
H58 -5.72 0.94 4.57

Calculated values
Net charge ... +1
HOMO-LUMO gap ... 7.8 eV
E_HOMO ... -10.7 eV
Largest force on an atom ... 1.20 eV/Å
Energy ... -51458.3607 eV